No. 1
Entry from the OMol25 dataset: 2 unconnected molecules or ions with the total composition C16H17NO (ωB97M-V with the def2-TZVPD basis set).

Each line ends with the Mulliken charge.
Cartesian coordinates (Å):
C  -3.26  -1.73  -2.63  -1.33
C  -0.55  -2.56  -0.17  -0.28
C  -0.93  -2.17  -1.45  1.06
C  -2.35  -2.18  -1.54  0.70
C  -2.80  -2.46  -0.28  -0.73
C  0.80  -2.91  0.10  -0.66
C  1.71  -2.54  -0.88  -0.43
C  1.34  -2.25  -2.21  -0.68
C  0.02  -1.99  -2.49  -0.47
N  -1.71  -2.73  0.59  -0.11
H  1.03  -3.49  0.97  0.35
H  2.79  -2.65  -0.64  0.34
H  -1.65  -3.29  1.42  0.23
H  2.11  -2.05  -2.91  0.39
H  -3.81  -2.66  0.01  0.43
H  -0.34  -1.64  -3.45  0.29
H  -3.96  -2.43  -3.13  0.31
H  -2.73  -1.32  -3.49  0.31
H  -4.00  -1.02  -2.27  0.29
C  0.38  4.73  0.20  -1.32
C  0.25  1.43  2.08  -0.82
C  1.64  1.36  2.46  0.80
C  -0.02  2.48  1.21  -0.19
C  0.87  3.52  0.98  0.45
C  2.62  2.27  2.18  -0.90
C  2.15  3.37  1.45  -0.15
O  1.94  0.15  3.06  -0.51
H  -0.58  1.02  2.62  0.40
H  -1.02  2.46  0.77  0.31
H  3.62  2.05  2.41  0.42
H  2.69  0.17  3.68  0.29
H  -0.40  4.35  -0.47  0.36
H  1.18  5.19  -0.35  0.36
H  2.95  4.13  1.18  0.21
H  0.02  5.39  1.00  0.28

- total charge = 0
- relative energy (zero: lowest compared OMol25 entry of this formula, charge and spin) (kcal per mole) = 40.93
- structure (SMILES) = Cc1c[nH]c2ccccc12.Cc1ccc(O)cc1
- highest occupied orbital energy (Ha) = -0.2820

No. 2
Entry from the OMol25 dataset: C3H5F3 in the gas phase (ωB97M-V with the def2-TZVPD basis set).

Each line ends with the Mulliken charge.
Cartesian coordinates (Å):
C  1.98  0.35  0.03  -1.00
C  0.73  0.27  -0.85  -0.59
C  -0.43  -0.06  -0.02  0.83
H  1.62  0.93  0.88  0.30
H  2.82  0.82  -0.50  0.32
H  2.24  -0.61  0.45  0.31
H  0.53  1.15  -1.43  0.34
H  0.78  -0.48  -1.64  0.31
F  -0.76  0.91  0.83  -0.26
F  -0.11  -1.11  0.72  -0.27
F  -1.54  -0.37  -0.74  -0.28

- total charge = 0
- relative energy (zero: lowest compared OMol25 entry of this formula, charge and spin) (kcal per mole) = 0.04
- structure (SMILES) = CCC(F)(F)F
- highest occupied orbital energy (Ha) = -0.4592

No. 3
Entry from the OMol25 dataset: CH4FN in the gas phase (ωB97M-V with the def2-TZVPD basis set).

Each line ends with the Mulliken charge.
Cartesian coordinates (Å):
C  -0.50  -0.27  0.11  -0.11
N  0.85  0.29  -0.48  -0.54
F  -1.46  -0.03  -0.75  -0.24
H  -0.62  0.12  1.21  0.21
H  -0.51  -1.34  0.28  0.24
H  0.70  1.31  -0.45  0.24
H  1.53  -0.09  0.09  0.21

- total charge = 0
- relative energy (zero: lowest compared OMol25 entry of this formula, charge and spin) (kcal per mole) = 15.00
- structure (SMILES) = NCF
- highest occupied orbital energy (Ha) = -0.3615

No. 4
Entry from the OMol25 dataset: a molecular structure, C4H9N (ωB97M-V with the def2-TZVPD basis set).

Each line ends with the Mulliken charge.
Cartesian coordinates (Å):
C  0.51  0.92  1.75  -0.95
C  -0.43  -0.14  1.03  -0.45
C  -0.22  -0.16  -0.39  0.28
C  -0.13  -1.53  -1.15  -1.11
N  0.16  0.85  -1.29  -0.57
H  1.34  1.25  1.08  0.33
H  -0.03  1.84  2.16  0.24
H  0.82  0.28  2.62  0.27
H  -1.40  -0.26  1.47  0.36
H  0.38  -2.34  -0.70  0.34
H  0.20  -1.45  -2.21  0.33
H  -1.24  -1.73  -1.25  0.28
H  0.84  0.38  -0.57  0.32
H  -0.45  1.60  -0.93  0.33

- total charge = 0
- relative energy (zero: lowest compared OMol25 entry of this formula, charge and spin) (kcal per mole) = 123.35
- highest occupied orbital energy (Ha) = -0.2773

No. 5
Entry from the OMol25 dataset: BH4O3P in the gas phase (ωB97M-V with the def2-TZVPD basis set).

Each line ends with the Mulliken charge.
Cartesian coordinates (Å):
O  2.05  0.56  0.19  -0.49
P  1.20  -0.89  0.33  -0.03
B  -0.64  -0.31  -0.11  0.65
O  -1.65  -1.12  0.32  -0.50
O  -0.90  0.83  -0.83  -0.54
H  1.70  1.23  0.78  0.30
H  1.45  -1.32  -1.00  0.02
H  -2.40  -0.67  0.74  0.30
H  -0.80  1.69  -0.42  0.30

- total charge = 0
- relative energy (zero: lowest compared OMol25 entry of this formula, charge and spin) (kcal per mole) = 0.00
- structure (SMILES) = OPB(O)O
- highest occupied orbital energy (Ha) = -0.3199

No. 6
Entry from the OMol25 dataset: a molecular structure, C18H12IrN4OS2 (ωB97M-V with the def2-TZVPD basis set).

Each line ends with the Mulliken charge.
Cartesian coordinates (Å):
Ir  0.26  0.78  -0.87  0.81
S  0.23  0.68  1.44  -0.22
C  -0.22  2.31  1.80  0.84
C  -0.73  2.54  3.12  -0.25
N  -1.16  2.67  4.18  -0.34
C  -0.13  3.31  0.91  0.24
S  0.50  3.09  -0.70  -0.15
C  -0.58  4.63  1.23  -0.20
N  -0.97  5.68  1.46  -0.33
C  4.49  -0.37  -0.81  -1.50
C  3.03  -0.66  -0.83  1.15
O  2.26  0.22  -1.25  -0.53
C  2.51  -1.94  -0.35  0.39
C  3.37  -2.95  0.10  -0.33
C  2.86  -4.14  0.59  -0.82
C  1.48  -4.34  0.64  -0.47
C  0.61  -3.35  0.19  -0.88
C  1.13  -2.17  -0.30  0.83
H  4.67  0.65  -1.14  0.35
H  5.02  -1.06  -1.48  0.43
H  4.88  -0.51  0.19  0.45
H  4.44  -2.81  0.07  0.41
H  3.53  -4.91  0.94  0.41
H  1.09  -5.27  1.03  0.42
H  -0.46  -3.51  0.24  0.39
H  0.44  -1.41  -0.67  -0.33
N  -5.08  4.23  -0.81  -0.37
C  -4.54  3.21  -0.82  -0.19
C  -3.87  1.94  -0.83  0.10
C  -4.57  0.75  -0.69  -0.20
C  -3.86  -0.44  -0.71  -0.76
C  -2.49  -0.40  -0.83  -0.02
N  -1.81  0.75  -0.96  -0.29
C  -2.49  1.91  -0.96  -0.10
H  -5.65  0.75  -0.58  0.52
H  -4.36  -1.39  -0.61  0.42
H  -1.91  -1.31  -0.85  0.31
H  -1.93  2.82  -1.09  0.82

- total charge = +1
- relative energy (zero: lowest compared OMol25 entry of this formula, charge and spin) (kcal per mole) = 23.80
- highest occupied orbital energy (Ha) = -0.4261

What is the relative energy (zero: lowest compared OMol25 entry of this formula, charge and spin) in the fifth record? 0.00 kcal per mole

Among the records above, which one has the highest highest occupied orbital energy? C4H9N